(1)
Below is C14H19F6INO7PPbS2 as an isolated structure, with properties calculated with ωB97M-V with the def2-TZVPD basis set.

```
52
Properties=species:S:1:pos:R:3
C 2.015 2.428 2.253
C 1.694 1.893 0.836
O 2.904 1.555 0.281
C 0.507 0.960 0.830
C 0.478 -0.435 0.218
C 1.631 -1.261 0.874
O 1.818 -0.965 2.249
N 0.860 -1.623 3.128
O 1.351 -2.507 3.669
C -0.933 -1.024 0.656
C -1.061 -2.555 0.756
C -1.014 -3.431 -0.508
F -2.095 -4.301 -0.441
C -2.137 -0.221 0.043
I -3.856 -1.518 -0.506
C -2.789 0.809 1.038
F -3.656 0.113 1.789
F -1.945 1.338 1.952
C -3.614 2.022 0.469
F -2.824 3.114 0.383
F -4.270 1.808 -0.642
F -4.510 2.328 1.401
S -1.683 0.474 -1.599
O -1.370 1.909 -1.531
O -2.703 0.289 -2.551
O -0.503 -0.472 -2.119
C 0.725 -0.387 -1.327
C 1.405 0.900 -1.836
C 1.188 1.148 -3.324
O 0.834 2.235 -3.715
P 1.752 -1.822 -2.061
S 3.651 -1.454 -2.175
H 2.722 1.746 2.726
H 2.530 3.390 2.202
H 1.127 2.546 2.871
H 1.287 2.812 0.226
H 3.532 1.225 0.935
H 0.156 0.923 1.855
H -0.302 1.497 0.317
H 1.533 -2.337 0.730
H 2.588 -1.013 0.415
H -0.981 -0.753 1.715
H -1.975 -2.788 1.301
H -0.310 -2.961 1.431
H -0.153 -4.098 -0.472
H -1.122 -2.915 -1.463
H 1.017 1.808 -1.355
H 2.488 0.918 -1.697
H 1.399 0.336 -4.042
H 1.551 -3.012 -1.348
H 1.238 -2.032 -3.361
Pb 0.171 3.619 -1.191
```

## Properties
Net charge = +2

Atomic partial charges in e from the natural (NBO) method, atoms 1 to 8: -0.6423, 0.2590, -0.7228, -0.5217, 0.0092, -0.1474, -0.4812, 0.3849



(2)
Below is C14H19N3O2S2 in the gas phase, with properties calculated with ωB97M-V with the def2-TZVPD basis set.

```
40
Properties=species:S:1:pos:R:3
C -0.789 -0.901 -2.348
O -2.087 -1.376 -2.068
C -2.211 -2.133 -0.887
C -2.724 -1.309 0.313
N -1.838 -0.231 0.660
C -0.690 -0.360 1.412
C -0.314 -1.620 2.107
C -0.042 0.837 1.404
C -0.817 1.743 0.623
C -0.488 3.101 0.248
O -1.295 3.941 -0.096
C 1.006 3.413 0.196
S 1.685 2.527 -1.254
C 2.571 1.256 -0.496
N 2.920 1.201 0.745
N 3.599 0.108 1.058
C 3.801 -0.701 0.088
C 4.543 -1.975 0.188
S 3.095 -0.137 -1.433
C -1.938 1.040 0.194
C -3.049 1.502 -0.674
H -0.855 -0.385 -3.303
H -0.425 -0.201 -1.591
H -0.077 -1.731 -2.436
H -1.254 -2.608 -0.639
H -2.946 -2.918 -1.094
H -2.837 -1.979 1.171
H -3.699 -0.892 0.059
H 0.620 -1.461 2.640
H -0.174 -2.444 1.407
H -1.077 -1.914 2.829
H 0.867 1.057 1.927
H 1.559 3.072 1.066
H 1.160 4.476 0.015
H 3.910 -2.808 -0.112
H 4.870 -2.116 1.214
H 5.411 -1.956 -0.469
H -3.161 0.857 -1.544
H -3.990 1.510 -0.121
H -2.842 2.518 -0.998
```

## Properties
SMILES string = COCCn1c(C)cc(C(=O)CSc2nnc(C)s2)c1C
Energy above the lowest of the compared OMol25 structures with the same formula, charge and spin = 2.254 eV

Atomic partial charges in e from the natural (NBO) method, atoms 1 to 8: -0.2529, -0.5473, -0.0649, -0.2367, -0.3392, 0.1351, -0.6442, -0.2685



(3)
Below is C14H19N3OS as an isolated structure, with properties calculated with ωB97M-V with the def2-TZVPD basis set.

```
38
Properties=species:S:1:pos:R:3
C 6.408 -0.616 -3.317
C 5.158 -0.005 -2.479
C 3.916 -1.043 -2.456
C 2.912 -0.398 -1.634
H 3.290 -0.054 -0.724
H 2.719 0.562 -2.015
C 1.966 -1.357 -1.473
C 0.607 -0.866 -0.879
N 0.643 0.351 -0.487
C -0.411 0.825 0.383
C -1.478 -0.236 0.706
C -2.396 0.612 1.363
C -2.044 2.197 1.640
S -0.560 2.312 0.986
C -3.043 2.809 2.423
H -2.463 2.916 3.608
H -3.207 3.874 2.187
C -4.129 1.821 2.642
H -5.105 2.066 1.834
H -4.629 1.722 3.643
C -3.694 0.416 2.103
H -3.376 -0.379 3.148
H -4.397 -0.270 1.592
C -1.377 -1.507 0.430
O -2.492 -2.344 0.311
N -0.442 -1.738 -0.427
N -0.223 -2.905 -0.831
H -1.147 -3.681 -0.398
H -0.313 -3.179 -1.801
H 1.422 -1.573 -2.518
H 2.006 -2.460 -1.222
H 3.707 -1.127 -3.638
H 4.387 -2.001 -2.070
H 5.702 0.242 -1.554
H 5.009 0.964 -2.961
H 7.164 -0.101 -3.411
H 6.665 -1.506 -3.153
H 6.184 -0.858 -4.211
```

## Properties
Energy above the lowest of the compared OMol25 structures with the same formula, charge and spin = 14.143 eV

Atomic partial charges in e from the natural (NBO) method, atoms 1 to 8: -0.5903, -0.3999, -0.3729, -0.4840, 0.2262, 0.2491, -0.4066, 0.4220



(4)
Below is C14H19NO2Si in the gas phase, with properties calculated with ωB97M-V with the def2-TZVPD basis set.

```
37
Properties=species:S:1:pos:R:3
C -1.369 3.169 -3.986
C -1.562 1.985 -3.847
C -1.818 0.638 -3.488
C -2.275 -0.267 -4.431
C -2.466 -1.602 -4.119
C -2.275 -2.101 -2.819
C -1.808 -1.178 -1.867
C -1.507 0.099 -2.176
N -0.991 0.997 -1.212
C -0.548 0.809 0.091
O -0.904 -0.250 0.664
O 0.161 1.861 0.610
C 0.217 1.959 2.061
C 0.268 0.670 2.884
Si 1.676 -0.387 2.448
C 2.846 -0.813 3.832
C 0.865 -1.976 1.986
C 2.552 0.137 0.959
H -1.156 4.203 -3.777
H -2.381 0.006 -5.444
H -2.960 -2.265 -4.854
H -2.457 -3.106 -2.602
H -1.466 -1.590 -0.939
H -0.676 1.893 -1.450
H 1.025 2.698 2.237
H -0.762 2.446 2.334
H -0.729 0.121 2.899
H 0.295 1.041 3.912
H 3.280 -1.827 3.864
H 2.575 -0.649 4.882
H 3.669 -0.176 3.593
H 0.438 -2.373 2.875
H 0.293 -1.814 1.085
H 1.664 -2.755 1.694
H 3.276 0.935 1.082
H 3.113 -0.806 0.894
H 1.895 0.267 0.124
```

## Properties
SMILES string = C#Cc1ccccc1NC(=O)OCC[Si](C)(C)C
Energy above the lowest of the compared OMol25 structures with the same formula, charge and spin = 1.623 eV

Atomic partial charges in e from the natural (NBO) method, atoms 1 to 8: -0.2170, -0.0201, -0.1518, -0.1655, -0.2279, -0.1643, -0.2482, 0.1963



no.,gap between HOMO and LUMO (eV),LUMO energy (hartree)
1,5.928,-0.331
2,8.436,0.015
3,7.662,0.008
4,9.061,0.019